# 1
Molecular formula: C5H5BrFNO
Method: DFT, ωB97M-V/def2-TZVPD

The frontier orbital gap is 9.1 eV. The SMILES is O/C(F)=C/C=C/Br.C#N. The energy relative to the best compared isomer or geometry (same formula, charge and spin) comes out at 0.0 kcal per mole. As for the charge: 0. The HOMO energy is -0.3048 Ha. The value obtained for the LUMO energy is 0.80 eV.

Each line ends with the Mulliken charge.
Cartesian coordinates (Å):
C (-1.00, -0.57, -1.20)  0.01
C (0.33, -0.83, -0.71)  -0.50
C (1.26, 2.48, 0.60)  0.10
C (-2.12, -0.54, -0.47)  -0.49
C (0.76, -0.83, 0.55)  0.46
N (2.05, 1.96, 1.23)  -0.37
O (2.01, -1.10, 0.92)  -0.46
F (-0.06, -0.56, 1.60)  -0.25
Br (-3.79, -0.12, -1.24)  -0.18
H (-1.06, -0.38, -2.26)  0.32
H (1.09, -1.00, -1.45)  0.32
H (0.51, 2.96, 0.03)  0.29
H (-2.17, -0.73, 0.59)  0.38
H (2.18, -0.76, 1.81)  0.37


# 2
Molecular formula: C5H5BrO2
Method: DFT, ωB97M-V/def2-TZVPD

The frontier orbital gap is 10.2 eV. The SMILES is O=C=CC=O.C=CBr. The energy relative to the best compared isomer or geometry (same formula, charge and spin) comes out at 44.3 kcal per mole. As for the charge: 0. The HOMO energy is -0.3602 Ha. The value obtained for the LUMO energy is 0.43 eV.

Each line ends with the Mulliken charge.
Cartesian coordinates (Å):
C (-1.95, 1.85, -0.39)  0.74
C (0.08, -0.39, -1.26)  -0.49
C (-1.37, 1.77, 0.77)  -0.48
C (-1.24, 0.56, 1.57)  0.04
C (0.90, 0.57, -1.07)  -0.35
O (-2.56, 1.94, -1.37)  -0.34
O (-1.43, -0.61, 1.22)  -0.52
Br (2.22, 0.68, 0.37)  -0.15
H (-0.75, -0.31, -2.03)  0.26
H (-0.15, -1.17, -0.55)  0.35
H (-1.40, 2.84, 1.05)  0.29
H (-0.90, 0.87, 2.61)  0.29
H (1.09, 1.46, -1.66)  0.36


# 3
Molecular formula: C5H5BrO2S2
Method: DFT, ωB97M-V/def2-TZVPD

The frontier orbital gap (spin up / spin down) is 7.2 / 8.1 eV. The energy relative to the best compared isomer or geometry (same formula, charge and spin) comes out at 119.0 kcal per mole. As for the charge: 0. The HOMO energy (spin up / spin down) is -0.3056 / -0.3302 Ha. The value obtained for the LUMO energy (spin up / spin down) is -1.10 / -0.87 eV.

Each line ends with the Mulliken charge.
Cartesian coordinates (Å):
C (-0.39, 1.57, -0.35)  0.17
C (2.25, 2.07, 0.66)  0.27
C (-0.43, 0.38, 0.05)  -0.59
C (2.31, 0.93, 1.22)  -0.47
C (-1.09, -2.09, -1.13)  -0.87
O (-0.99, -1.72, 1.56)  -0.56
O (-2.80, -0.60, 0.45)  -0.60
S (0.91, 2.80, -0.36)  -0.05
S (-1.43, -1.04, 0.39)  1.10
Br (2.66, -0.41, 2.32)  0.03
H (-1.20, 1.89, -0.97)  0.33
H (2.84, 2.98, 0.46)  0.28
H (-0.04, -1.92, -1.04)  0.33
H (-1.21, -3.24, -1.11)  0.32
H (-1.40, -1.60, -2.15)  0.31


# 4
Molecular formula: C5H5Cl2N
Method: DFT, ωB97M-V/def2-TZVPD

The frontier orbital gap is 7.6 eV. The energy relative to the best compared isomer or geometry (same formula, charge and spin) comes out at 101.4 kcal per mole. As for the charge: 0. The HOMO energy is -0.2732 Ha. The value obtained for the LUMO energy is 0.12 eV.

Each line ends with the Mulliken charge.
Cartesian coordinates (Å):
C (0.77, -0.48, 0.83)  -0.10
C (0.69, 0.33, -0.38)  -0.31
C (-0.40, 0.20, -1.23)  -0.13
C (0.22, -1.15, 3.07)  0.36
C (-0.53, 1.10, -2.41)  -1.05
N (0.44, -0.62, 1.98)  -0.10
Cl (1.47, -1.37, 4.39)  -0.19
Cl (-0.85, -2.45, 3.40)  -0.16
H (1.41, 1.05, -0.51)  0.40
H (-1.24, -0.43, -1.08)  0.37
H (-0.06, 2.05, -2.33)  0.35
H (-1.63, 1.24, -2.42)  0.29
H (-0.29, 0.54, -3.29)  0.29


# 5
Molecular formula: C5H5Cl3S
Method: DFT, ωB97M-V/def2-TZVPD

The frontier orbital gap is 9.6 eV. The SMILES is C/C(Cl)=C\S/C(Cl)=C/Cl. As for the charge: 0. The HOMO energy is -0.3353 Ha. The value obtained for the LUMO energy is 0.51 eV.

Each line ends with the Mulliken charge.
Cartesian coordinates (Å):
C (-2.40, 0.88, 0.60)  -0.23
C (-1.98, -0.27, 0.15)  0.20
C (0.41, 0.26, 0.74)  -0.43
C (1.48, 0.16, 0.01)  0.53
C (2.11, -1.10, -0.50)  -1.05
S (-0.64, -1.05, 1.08)  -0.14
Cl (-3.43, 1.90, -0.43)  -0.18
Cl (-2.73, -1.10, -1.19)  -0.15
Cl (2.35, 1.62, -0.64)  -0.23
H (-0.04, 1.23, 0.73)  0.30
H (-1.95, 1.46, 1.46)  0.39
H (3.16, -1.13, -0.10)  0.28
H (2.21, -0.90, -1.56)  0.32
H (1.45, -1.95, -0.37)  0.37


# 6
Molecular formula: C5H5ClFN
Method: DFT, ωB97M-V/def2-TZVPD

The frontier orbital gap is 11.7 eV. The energy relative to the best compared isomer or geometry (same formula, charge and spin) comes out at 6.5 kcal per mole. As for the charge: 0. The HOMO energy is -0.4105 Ha. The value obtained for the LUMO energy is 0.49 eV.

Each line ends with the Mulliken charge.
Cartesian coordinates (Å):
C (0.91, -0.64, 0.02)  -0.08
C (0.79, 0.25, -1.20)  -0.75
C (0.75, 1.38, -0.17)  0.01
C (0.20, 0.48, 0.90)  0.11
C (-1.24, 0.38, 0.86)  0.02
H (1.95, -0.75, 0.36)  0.33
H (-0.18, 0.22, -1.71)  0.30
H (1.65, 0.33, -1.91)  0.30
H (1.71, 1.82, 0.02)  0.36
H (0.56, 0.64, 1.91)  0.39
N (-2.39, 0.34, 0.77)  -0.45
F (-0.03, 2.45, -0.59)  -0.35
Cl (0.17, -2.22, -0.07)  -0.18


# 7
Molecular formula: C5H5ClN2O2
Method: DFT, ωB97M-V/def2-TZVPD

The frontier orbital gap is 9.6 eV. The SMILES is Cl[C@]12C[C@H]1N=CN2.O=C=O. The energy relative to the best compared isomer or geometry (same formula, charge and spin) comes out at 57.3 kcal per mole. As for the charge: 0. The HOMO energy is -0.3444 Ha. The value obtained for the LUMO energy is 0.24 eV.

Each line ends with the Mulliken charge.
Cartesian coordinates (Å):
C (1.09, 1.21, -0.27)  -0.05
C (-0.17, 0.56, 1.41)  -0.36
C (-2.92, -0.85, -0.21)  0.74
C (0.63, 0.23, -1.34)  -0.39
C (1.21, -0.28, -0.09)  0.26
N (0.10, 1.55, 0.65)  -0.63
N (0.46, -0.63, 1.06)  -0.08
O (-2.75, -1.34, 0.81)  -0.36
O (-3.06, -0.38, -1.24)  -0.36
Cl (3.13, -1.18, -0.17)  -0.31
H (1.87, 1.79, -0.56)  0.43
H (-0.80, 0.48, 2.16)  0.57
H (-0.39, 0.07, -1.58)  0.06
H (1.03, 0.12, -2.33)  0.28
H (0.57, -1.35, 1.70)  0.21


# 8
Molecular formula: C5H5ClN2O3
Method: DFT, ωB97M-V/def2-TZVPD

The frontier orbital gap (spin up / spin down) is 7.5 / 7.5 eV. The SMILES is C=N/C=C(Cl)\C=C(\O)[N+](=O)[O-]. The energy relative to the best compared isomer or geometry (same formula, charge and spin) comes out at 51.1 kcal per mole. As for the charge: 0. The HOMO energy (spin up / spin down) is -0.3072 / -0.3072 Ha. The value obtained for the LUMO energy (spin up / spin down) is -0.88 / -0.88 eV.

Each line ends with the Mulliken charge.
Cartesian coordinates (Å):
C (0.81, 1.40, -0.33)  -0.49
C (-0.13, 0.45, 1.61)  -0.14
C (0.20, 1.53, 0.89)  0.20
C (-0.63, -1.80, 1.23)  -0.26
C (0.66, 0.33, -1.18)  0.28
N (0.06, -0.74, 0.99)  -0.40
N (-0.52, -0.54, -1.36)  1.04
O (-1.48, -0.24, -0.76)  -0.49
O (-0.40, -1.33, -2.27)  -0.76
O (1.60, 0.11, -2.06)  -0.48
Cl (0.00, 3.10, 1.56)  -0.21
H (1.18, 2.28, -0.78)  0.42
H (-0.62, 0.38, 2.61)  0.36
H (-1.48, -1.65, 1.89)  0.23
H (-0.41, -2.76, 0.74)  0.30
H (1.19, -0.54, -2.75)  0.41


# 9
Molecular formula: C5H5F
Method: DFT, ωB97M-V/def2-TZVPD

The frontier orbital gap is 9.9 eV. The SMILES is FC1=CCC=C1. The energy relative to the best compared isomer or geometry (same formula, charge and spin) comes out at 25.7 kcal per mole. As for the charge: 0. The HOMO energy is -0.3245 Ha. The value obtained for the LUMO energy is 1.09 eV.

Each line ends with the Mulliken charge.
Cartesian coordinates (Å):
C (0.76, 0.00, 0.09)  0.54
C (0.07, -1.04, -0.16)  -0.63
C (-1.42, -0.72, 0.06)  -0.26
C (-1.43, 0.72, 0.01)  -0.42
C (-0.16, 1.18, -0.09)  -0.52
H (0.43, -2.11, -0.17)  0.32
H (-1.60, -1.19, 1.06)  0.23
H (-2.29, -1.11, -0.64)  0.25
H (-2.30, 1.36, -0.05)  0.37
H (0.39, 2.05, 0.06)  0.42
F (2.05, 0.02, 0.02)  -0.29


# 10
Molecular formula: C5H5F2OP
Method: DFT, ωB97M-V/def2-TZVPD

The frontier orbital gap (spin up / spin down) is 7.8 / 7.8 eV. The energy relative to the best compared isomer or geometry (same formula, charge and spin) comes out at 35.8 kcal per mole. As for the charge: 0. The HOMO energy (spin up / spin down) is -0.3166 / -0.3167 Ha. The value obtained for the LUMO energy (spin up / spin down) is -0.83 / -0.83 eV.

Each line ends with the Mulliken charge.
Cartesian coordinates (Å):
C (-2.47, 1.09, 0.01)  -0.72
C (2.62, -0.18, 1.36)  -0.48
C (-1.38, 0.66, -0.63)  -0.24
C (-0.66, -0.56, -0.13)  0.42
C (0.42, -1.01, -1.04)  0.31
O (-0.84, -1.13, 0.91)  -0.57
F (1.17, -2.09, -1.02)  -0.22
F (0.35, -0.48, -2.32)  -0.25
P (1.56, 0.78, 0.49)  0.17
H (-2.70, 2.14, -0.13)  0.28
H (-2.77, 0.61, 0.88)  0.34
H (3.17, 0.26, 2.14)  0.31
H (2.65, -1.18, 1.05)  0.24
H (-1.12, 1.09, -1.55)  0.42


These records have max |F| values of 0.78 4.32 4.11 5.22 3.08 2.49 5.17 3.20 6.88 3.74 eV/Å, in the order they appear.